Entry 1:
Here is C5H4O2 in the gas phase at a distorted geometry from the Open Molecules 2025 dataset. Energies are from ωB97M-V/def2-TZVPD.

ORCA input file:
```
! RIJCOSX wB97M-V def2-TZVPD def2/J DEFGRID3
* xyz 0 1
O 1.74708 -1.52920 0.65326
C 1.03289 -0.71426 0.12863
C 1.14907 0.75059 0.01989
C -0.10392 1.22671 0.03043
C -1.14921 0.10721 0.07197
C -0.37360 -1.05676 -0.47941
O -0.63103 -2.05173 -1.09103
H 2.08879 1.28304 -0.07770
H -0.35622 2.28731 -0.07749
H -1.23261 -0.74664 0.89548
H -2.17124 0.44372 -0.07404
*
```

=====

Entry 2:
Here is 23 unconnected molecules or ions with the total composition C9H58ClI2NO26S at a distorted geometry from the Open Molecules 2025 dataset. Energies are from ωB97M-V/def2-TZVPD.

ORCA input file:
```
! RIJCOSX wB97M-V def2-TZVPD def2/J DEFGRID3
* xyz 0 1
C 0.29322 4.97024 -2.92504
C 0.41483 3.60353 -2.24392
I 2.34307 2.83321 -1.72353
C -0.64103 2.87711 -1.93109
I -2.62184 3.58361 -2.42157
N -0.43683 1.63224 -1.23450
C -1.35239 1.57724 -0.07590
C -0.63168 0.52575 -2.10761
O -1.69596 0.07675 -2.35245
O 0.47111 -0.04470 -2.67769
C 0.87032 -1.17142 -1.86988
C 1.40253 -2.34871 -2.68919
C 0.51387 -2.65197 -3.92393
C 0.88010 -1.77407 -5.16049
S -0.46117 -0.75698 -5.83046
O -0.01719 -0.32793 -7.13753
O -0.73767 0.42523 -5.06129
Cl -2.18724 -1.81826 -6.12762
H -0.33733 4.92475 -3.82299
H -0.13886 5.67102 -2.18654
H 1.27807 5.36109 -3.22168
H -1.24561 2.50827 0.50246
H -2.41328 1.44436 -0.35316
H -1.06068 0.72515 0.56247
H 0.06066 -1.53951 -1.19807
H 1.70272 -0.82223 -1.22288
H 1.34983 -3.24928 -2.05403
H 2.46960 -2.23154 -2.95978
H -0.56115 -2.63698 -3.66904
H 0.73265 -3.69697 -4.18860
H 1.15905 -2.46546 -5.97506
H 1.75324 -1.12795 -4.98211
O 1.24497 3.17851 1.68988
H 1.68230 3.34281 0.84324
H 1.93617 3.29471 2.36216
O -1.23687 -2.93620 -0.03641
H -1.97358 -2.31719 -0.07149
H -1.40022 -3.44981 0.76799
O 4.18442 -1.94218 -4.26399
H 4.16824 -1.11092 -4.75349
H 4.76971 -2.50723 -4.78113
O -0.17475 2.44717 4.33768
H 0.31203 2.62354 3.51907
H 0.49308 2.53418 5.02843
O -6.18495 3.49676 -2.57737
H -5.46616 2.86161 -2.68089
H -6.95269 3.04069 -2.93877
O 0.82683 3.66531 6.91425
H 1.45579 4.18209 7.43071
H -0.03469 4.03321 7.15945
O 3.72888 3.22603 3.03870
H 4.16873 2.59518 3.61655
H 4.36276 3.37002 2.32798
O 1.49829 2.44194 -5.08581
H 0.71810 1.88023 -4.97016
H 2.08261 1.91580 -5.64520
O -4.74961 -0.76865 -3.79919
H -4.45293 -0.56539 -4.69309
H -3.97469 -0.58908 -3.25031
O -1.71434 -5.61256 0.90513
H -1.13906 -6.17322 1.44001
H -1.20324 -5.44223 0.10396
O 2.45128 1.51694 -8.09030
H 2.28763 2.45721 -8.22394
H 1.60001 1.16997 -7.79052
O -1.68770 3.55707 8.66888
H -1.70735 2.86477 7.99685
H -2.50984 3.43929 9.15642
O 0.12173 -0.35665 3.44640
H 0.11772 0.55271 3.78837
H 0.50289 -0.87093 4.16571
O -0.11244 5.56050 4.67669
H 0.30326 4.89667 5.24304
H 0.52674 5.70363 3.97031
O -1.81074 -2.74934 2.68662
H -1.18162 -2.12414 3.07355
H -2.66398 -2.47423 3.04487
O 6.20849 3.92275 4.05153
H 6.33845 4.87304 4.14298
H 6.43687 3.57066 4.91900
O 1.76788 -5.34534 -3.07422
H 2.59306 -5.67378 -2.69469
H 1.46922 -6.06576 -3.64018
O 1.38708 0.46319 6.32409
H 1.38362 1.36681 6.66440
H 1.76745 -0.05595 7.04104
O -4.51977 -1.05155 3.09843
H -4.69775 -0.11988 2.92740
H -5.36277 -1.39745 3.41150
O 3.03452 -7.56183 -0.95720
H 3.01899 -8.27955 -1.59999
H 2.32397 -7.78121 -0.34430
O -1.52489 -5.78368 3.98146
H -1.71091 -4.85096 3.81453
H -2.36251 -6.13521 4.29857
O -3.76303 -4.24847 4.28362
H -3.70218 -4.15277 3.32450
H -4.45350 -3.62728 4.53940
*
```

=====

no.,HOMO level (hartree),orbital gap (Eh),molecular weight (u)
1,-0.3445,0.3308,96.1
2,-0.3108,0.3052,917.9